1.
Below is C36H55F5LuN5O4P2STe as an isolated structure, with properties calculated with ωB97M-V/def2-TZVPD.

Results
Energy relative to the best compared isomer or geometry (same formula, charge and spin): 4.544 eV
Spin multiplicity: 1
LUMO level: -2.1 eV
Orbital gap: 4.3 eV
E_HOMO: -6.440 eV

```
110
C36H55F5LuN5O4P2STe | the Open Molecules 2025 dataset | ωB97M-V/def2-TZVPD
Lu -0.5346 -0.5067 1.2696
C -3.1390 -3.8012 0.5556
C -2.5475 -2.4613 0.2518
N -1.2298 -2.3251 0.3746
N -0.4537 -3.3980 0.5629
C 0.8250 -3.2652 0.3004
N 1.4812 -4.4120 0.1892
S 1.6473 -1.7613 0.2683
C -3.4072 -1.4425 -0.2454
C -4.8086 -1.6529 -0.4473
C -5.6048 -0.5688 -0.8560
C -5.0134 0.6732 -1.1889
C -3.6711 0.9193 -0.9698
N -2.9517 -0.1250 -0.4708
H -2.5243 -4.4581 1.2113
H -3.1130 -4.3411 -0.4077
H -4.1477 -3.7450 0.9634
H 0.9826 -5.2698 0.3131
H 2.5023 -4.3207 -0.0114
H -5.2984 -2.6164 -0.3933
H -6.6916 -0.6691 -1.0796
H -5.6630 1.4216 -1.5620
H -3.0892 1.7485 -1.2780
C 0.6088 0.3471 6.9026
C -0.0591 -0.0061 5.5387
C -1.2360 0.9263 5.4082
P 0.9328 -0.0682 3.8887
C 2.2350 -1.3859 4.3746
C 3.4800 -1.2570 3.4393
C 1.4672 -2.7157 4.1781
C 1.5480 1.5516 3.5575
C 2.2541 2.1226 4.5996
C 2.9668 3.3243 4.4292
C 3.9647 3.8208 5.4744
C 2.7297 4.0650 3.2655
C 1.8792 3.5585 2.2386
C 1.3701 2.2406 2.2646
N 0.7944 1.5727 1.1686
C 1.2340 1.8111 -0.1356
C 0.3509 2.4793 -1.0672
C -0.9759 3.0936 -0.5818
C 0.6577 2.4396 -2.4553
C 1.8795 1.9251 -2.9490
C 2.2540 2.0342 -4.4332
C 2.7616 1.4104 -2.0496
C 2.5211 1.4107 -0.6432
C 3.6748 1.0901 0.3177
H -0.1120 0.0472 7.6753
H 0.8481 1.3961 7.0464
H 1.5628 -0.1932 7.0313
H -0.3540 -1.0654 5.5801
H -0.9418 1.9914 5.5176
H -2.0313 0.6254 6.0838
H -1.6234 0.8685 4.3752
H 2.4445 -1.1953 5.4393
H 3.2677 -1.5349 2.4141
H 4.2825 -1.9958 3.8130
H 3.8239 -0.2001 3.4967
H 1.2828 -2.9690 3.1387
H 0.4608 -2.6735 4.5964
H 2.1003 -3.5404 4.5321
H 2.3122 1.5147 5.5443
H 4.9760 3.3279 5.3753
H 3.6361 3.4955 6.4717
H 4.0167 4.9164 5.5382
H 3.1680 5.0272 3.2021
H 1.6475 4.2789 1.4054
H -1.6959 3.3532 -1.3690
H -0.8037 3.9350 0.0953
H -1.5833 2.3849 0.0060
H -0.0154 2.9434 -3.1534
H 1.4395 2.5633 -4.9909
H 2.4985 1.0684 -4.8654
H 3.0978 2.7381 -4.6008
H 3.7033 0.8513 -2.4008
H 3.6815 1.6664 1.2547
H 4.5815 1.3099 -0.2878
H 3.6523 0.0081 0.5337
F -3.6388 5.7822 0.6931
Te -4.6872 6.0252 2.4253
F -6.2061 5.6415 1.4387
F -4.9342 7.7323 1.6680
F -1.9661 -0.1819 2.6286
F -6.0039 6.6174 3.7773
O -1.6484 0.1322 -0.2724
C -2.1741 -4.8229 -4.7730
C -0.6076 -4.8024 -4.7728
O 0.0357 -3.7999 -5.6040
P 0.0975 -2.3278 -4.8101
O -1.2395 -1.6176 -5.5141
C -1.7095 -0.3137 -5.1468
C -3.1347 -0.2502 -4.6413
O 1.1578 -1.6130 -5.8301
C 2.5457 -2.1537 -6.1304
C 3.2712 -1.1506 -7.0311
H -2.5007 -5.8466 -4.4490
H -2.5200 -4.5635 -5.7776
H -2.7512 -4.2456 -4.0219
H -0.1831 -5.7564 -5.1710
H -0.2197 -4.7336 -3.7101
H -1.5817 0.2860 -6.0445
H -0.9783 0.1068 -4.4403
H -3.9061 -0.4350 -5.4193
H -3.3124 0.7519 -4.2668
H -3.2119 -0.8826 -3.7508
H 2.3913 -3.0696 -6.6847
H 3.0432 -2.2955 -5.1571
H 2.5754 -0.5291 -7.5883
H 3.9340 -1.5938 -7.7794
H 3.8968 -0.4474 -6.4236
```

Here are the Löwdin charges for atoms 1 to 5, given in e: Lu 1.40; C -0.03; C -0.26; N -0.15; N -0.02


2.
Below is a 3-piece molecular cluster, C36H55N2O8P overall, with properties calculated with ωB97M-V/def2-TZVPD.

Results
Energy relative to the best compared isomer or geometry (same formula, charge and spin): 27.184 eV
Spin multiplicity: 1
LUMO level: -1.8 eV
SMILES: CCCCCCCCCCc1c(CCOC(C)=O)c2c(c(C[C@H](C)O)c1P(N)O)C(=O)C=C(c1ccncc1)C2=O.CCO.CCO
Orbital gap: 6.3 eV
E_HOMO: -8.134 eV

```
102
C36H55N2O8P | the Open Molecules 2025 dataset | ωB97M-V/def2-TZVPD
C -6.1084 -1.1222 4.1211
C -5.2770 -1.1771 2.7087
C -6.2074 -1.0778 1.3552
C -5.1495 -0.7172 0.1111
C -4.9418 -1.9915 -0.9040
C -3.5688 -2.8752 -0.5559
C -2.1987 -2.1696 -1.1480
C -0.8362 -3.1134 -0.9288
C -0.4753 -3.3737 0.6492
C 0.7289 -2.4307 1.2501
C 1.0031 -1.0449 0.4181
C 2.3559 -0.9853 -0.5640
C 3.3648 -2.3085 -0.7331
C 4.5201 -2.3942 0.4279
O 4.4589 -1.2489 1.3867
C 4.6842 -1.8080 2.7580
C 3.6230 -1.5746 4.0051
O 5.7967 -2.5113 3.0333
C 2.6819 0.4102 -1.3669
C 1.6793 1.7451 -1.2614
C 0.3648 1.6134 -0.2922
C -0.6229 2.9614 -0.2209
C -1.6757 2.7649 -1.5059
C -2.1702 4.1840 -2.1619
O -2.7727 1.8295 -1.1828
C -0.0030 0.2377 0.5854
P -1.5544 0.3485 1.6872
N -1.0917 1.5352 2.9861
O -1.8934 -1.1151 2.5597
C 2.0941 3.1265 -2.1092
O 1.1924 3.9016 -2.7181
C 3.7435 3.4035 -2.1610
C 4.6532 2.1910 -2.2499
C 6.2785 2.4147 -2.2460
C 6.8912 3.9250 -1.9191
C 8.5240 4.0556 -1.8825
N 9.5454 2.9738 -2.0912
C 8.9663 1.6251 -2.4120
C 7.3870 1.2008 -2.5116
C 4.0192 0.6456 -2.3442
O 4.5238 -0.2795 -3.1636
H -5.5149 -1.8099 4.8925
H -6.1208 -0.0311 4.5660
H -7.2030 -1.5431 4.0654
H -4.7102 -2.2151 2.6510
H -4.4307 -0.3545 2.7651
H -6.9781 -0.1770 1.4331
H -6.7937 -2.0756 1.1156
H -4.1212 -0.3130 0.5054
H -5.6431 0.1762 -0.5051
H -4.9780 -1.6187 -2.0136
H -5.8646 -2.7147 -0.7521
H -3.5678 -2.9993 0.6223
H -3.7004 -3.9725 -0.9934
H -2.3314 -2.1106 -2.3327
H -2.0558 -1.0678 -0.7808
H 0.0743 -2.7509 -1.5878
H -1.1420 -4.1756 -1.3781
H -0.1055 -4.5066 0.7206
H -1.4813 -3.3312 1.2461
H 0.5141 -2.1009 2.3774
H 1.6858 -3.1402 1.3326
H 3.8298 -2.3944 -1.8042
H 2.6651 -3.2681 -0.6096
H 5.6194 -2.4491 0.0267
H 4.2798 -3.3554 1.0743
H 2.7473 -2.3793 4.0175
H 3.2362 -0.4687 3.9084
H 4.2303 -1.6799 5.0185
H -0.0292 3.9537 -0.4109
H -1.1713 3.0731 0.8065
H -1.0158 2.2267 -2.3425
H -3.3101 4.0456 -2.4452
H -1.5638 4.3469 -3.1754
H -1.9699 5.0325 -1.3808
H -3.2787 1.5712 -2.0103
H -1.0311 1.0620 3.9144
H -1.8008 2.3009 2.9643
H -2.5972 -1.6702 2.1110
H 4.1314 4.5095 -2.1142
H 6.2402 4.8768 -1.7039
H 8.9493 5.1408 -1.6217
H 9.7505 0.7384 -2.5709
H 7.0697 0.0979 -2.7396
C -0.0771 -7.7394 1.9201
C -1.3920 -7.3301 2.5509
O -2.2539 -6.7831 1.5639
H 0.4073 -6.8788 1.4475
H 0.6007 -8.1591 2.6689
H -0.2396 -8.4845 1.1345
H -1.2273 -6.5696 3.3199
H -1.8888 -8.1879 3.0145
H -2.4005 -7.4690 0.8900
C -1.6965 8.9731 -2.6848
C -1.9218 7.4963 -2.9349
O -3.0531 7.0476 -2.2035
H -1.5416 9.1634 -1.6178
H -0.8249 9.3338 -3.2382
H -2.5726 9.5555 -2.9882
H -1.0530 6.9161 -2.6101
H -2.0904 7.2995 -3.9981
H -3.8207 7.5631 -2.5053
```

Here are the Löwdin charges for atoms 1 to 5, given in e: C -0.15; C -0.28; C -0.20; C -0.21; C -0.21


3.
Below is a 2-piece molecular cluster, C36H55NO3P overall, with properties calculated with ωB97M-V/def2-TZVPD.

Results
Spin multiplicity: 1
Net charge: +1
LUMO level: -2.6 eV
Orbital gap: 7.2 eV
E_HOMO: -9.760 eV

```
96
C36H55NO3P | the Open Molecules 2025 dataset | ωB97M-V/def2-TZVPD
O -4.4122 2.7241 -0.0276
C -3.9452 2.7642 1.0861
C -4.7921 3.3231 2.2719
C -4.5331 2.9328 3.5418
C -3.4038 1.8774 3.7926
O -3.5727 1.0998 4.7046
C -2.1945 1.8868 2.8266
C -0.8215 1.4972 3.2265
C -0.6293 1.1038 4.7311
C 0.8408 1.2946 5.2742
C 0.7863 2.0463 6.6849
N 1.7231 1.4817 7.6713
C 3.0386 2.1410 7.6599
C 3.0333 3.6187 8.1715
C 2.8487 3.9772 9.5827
C 2.8512 5.3540 10.0716
C 3.0750 6.4370 9.1157
C 3.2919 6.1133 7.7208
C 3.2541 4.7255 7.2338
O 3.4694 4.5156 5.8696
C 0.2419 1.5020 2.2261
C -0.0562 1.9154 0.8457
C -1.3973 2.3311 0.4806
C -2.4863 2.3184 1.4373
H -5.6083 4.0656 2.1176
H -5.0835 3.2708 4.4457
H -1.2979 1.8037 5.3095
H -1.0570 0.0807 4.9204
H 1.4280 1.9527 4.5859
H 1.3571 0.3035 5.3604
H -0.2431 1.9454 7.1370
H 0.9335 3.1414 6.4777
H 1.3173 1.4330 8.6036
H 3.6946 1.5605 8.3690
H 3.4852 2.0643 6.6395
H 2.6982 3.1859 10.3617
H 2.6838 5.5860 11.1506
H 3.0946 7.5073 9.4393
H 3.4929 6.9409 6.9998
H 4.1576 5.1223 5.5476
H 1.2747 1.1997 2.5284
H 0.7986 1.8962 0.1316
H -1.5684 2.6497 -0.5758
C -0.5547 -5.4035 -7.1486
C -1.2615 -5.1950 -5.8153
C -2.0773 -3.9038 -5.7641
C -1.2658 -2.6110 -5.5987
P -0.6585 -2.1854 -3.9700
C -2.0577 -2.3387 -2.8344
C -3.3930 -1.6453 -3.1299
C -3.4712 -0.1275 -2.9371
C -2.9302 0.3823 -1.6080
C -0.1986 -0.4592 -3.9157
C 0.9359 0.1242 -4.7614
C 2.3674 -0.2008 -4.3397
C 2.6465 -0.0899 -2.8457
C 0.5145 -3.3196 -3.2324
C 1.9544 -3.5898 -3.6867
C 2.2131 -3.7891 -5.1838
C 2.5243 -5.2413 -5.5441
H 0.1107 -4.5721 -7.3960
H 0.0409 -6.3161 -7.1251
H -1.2789 -5.4999 -7.9607
H -0.5331 -5.2319 -5.0022
H -1.9403 -6.0382 -5.6592
H -2.7999 -3.9838 -4.9478
H -2.6665 -3.8264 -6.6818
H -1.9343 -1.7859 -5.8749
H -0.4625 -2.5653 -6.3377
H -1.7101 -2.0753 -1.8310
H -2.2684 -3.4130 -2.7782
H -4.1406 -2.0941 -2.4683
H -3.7134 -1.8801 -4.1492
H -4.5212 0.1675 -3.0156
H -2.9739 0.3867 -3.7630
H -3.5383 0.0213 -0.7764
H -2.9523 1.4693 -1.5923
H -1.8961 0.0775 -1.4328
H -0.0827 -0.1572 -2.8726
H -1.0858 0.0682 -4.2727
H 0.8299 1.2130 -4.7318
H 0.8000 -0.1659 -5.8078
H 3.0493 0.4674 -4.8733
H 2.6219 -1.1986 -4.6956
H 2.5678 0.9471 -2.5107
H 3.6571 -0.4403 -2.6287
H 1.9624 -0.6963 -2.2477
H 0.0106 -4.2890 -3.1659
H 0.5927 -2.9960 -2.1870
H 2.3158 -4.4617 -3.1331
H 2.5867 -2.7769 -3.3264
H 3.0844 -3.2015 -5.4815
H 1.3808 -3.4271 -5.7865
H 3.4739 -5.5502 -5.1032
H 2.6102 -5.3504 -6.6268
H 1.7475 -5.9221 -5.1897
```

Here are the Löwdin charges for atoms 1 to 5, given in e: O 0.08; C -0.30; C 0.01; C 0.02; C -0.31


4.
Below is C36H57AsCrN3O2SeSi3 as an isolated structure, with properties calculated with ωB97M-V/def2-TZVPD.

Results
Energy relative to the best compared isomer or geometry (same formula, charge and spin): 0.000 eV
Spin multiplicity: 4
LUMO level (alpha / beta): 0.3 / 0.3 eV
Orbital gap (alpha / beta): 7.3 / 7.5 eV
E_HOMO (alpha / beta): -6.997 / -7.235 eV

```
104
C36H57AsCrN3O2SeSi3 | the Open Molecules 2025 dataset | ωB97M-V/def2-TZVPD
Cr -0.0228 0.1216 0.0850
C 1.0578 1.6841 2.7623
N 0.4182 0.4449 2.3072
C 1.2453 -0.7173 2.7143
C 2.7104 -0.6662 2.2904
C 2.9795 -0.2099 0.8564
N 1.9478 -0.6361 -0.0726
C 2.2322 -1.5540 -0.9193
C 1.3729 -2.0380 -1.9673
C 1.7570 -3.1949 -2.6631
C 1.0135 -3.6759 -3.7139
C -0.1295 -2.9684 -4.1070
C -0.5165 -1.8164 -3.4615
C 0.2162 -1.3230 -2.3633
O -0.1469 -0.2037 -1.7966
C -0.8814 0.2972 3.0125
C -1.8666 1.4351 2.7846
C -1.9383 1.8944 1.3215
N -1.8169 0.8332 0.3497
C -2.9785 0.0140 0.2584
C -2.9222 -1.3816 0.8005
C -4.0994 -1.9672 1.2640
C -4.1458 -3.2753 1.7129
C -2.9765 -4.0266 1.6994
C -1.7907 -3.4615 1.2689
C -1.7347 -2.1322 0.8244
O -0.5429 -1.6456 0.4864
H 1.1676 1.6819 3.8548
H 0.4624 2.5443 2.4714
H 2.0389 1.7906 2.3127
H 0.7653 -1.5990 2.2924
H 1.2075 -0.8040 3.8079
H 3.0979 -1.6795 2.4197
H 3.2889 -0.0306 2.9657
H 3.9604 -0.5789 0.5393
H 3.0242 0.8804 0.8009
H 3.2279 -2.0093 -0.8746
H 2.6576 -3.7130 -2.3502
H 1.3084 -4.5768 -4.2337
H -0.7228 -3.3323 -4.9374
H -1.4018 -1.2692 -3.7580
H -0.6765 0.2033 4.0878
H -1.3160 -0.6434 2.6822
H -1.6381 2.2912 3.4281
H -2.8441 1.0659 3.1066
H -1.1416 2.6217 1.1272
H -2.8754 2.4512 1.1838
H -3.8331 0.5204 0.7137
H -5.0083 -1.3746 1.2482
H -5.0780 -3.7050 2.0543
H -2.9867 -5.0570 2.0340
H -0.8683 -4.0301 1.2644
C 2.1407 1.3249 -3.9915
Si 2.7147 2.3994 -2.5756
C 3.4058 3.9976 -3.2768
C 4.1678 1.5498 -1.7447
As 0.9426 2.7165 -1.0243
Si 1.6180 4.7081 0.0768
C 0.2237 5.2924 1.1886
C 3.1455 4.3320 1.1038
C 2.0804 6.1666 -1.0115
Si -0.8454 3.4583 -2.4435
C -0.4595 5.0610 -3.3456
C -1.2322 2.1558 -3.7160
C -2.3538 3.7623 -1.3880
H 3.0225 0.8866 -4.4686
H 1.6119 1.9068 -4.7468
H 1.4892 0.5148 -3.6660
H 4.0338 3.7373 -4.1343
H 4.0397 4.5102 -2.5524
H 2.6442 4.6969 -3.6182
H 5.0172 1.6008 -2.4324
H 3.9585 0.4977 -1.5564
H 4.4714 2.0201 -0.8084
H -0.1585 4.5247 1.8613
H -0.6159 5.6599 0.5951
H 0.5838 6.1256 1.7985
H 2.9693 3.5905 1.8820
H 3.4826 5.2511 1.5915
H 3.9625 3.9776 0.4716
H 1.4359 6.2973 -1.8772
H 3.1079 6.0905 -1.3650
H 2.0090 7.0721 -0.4014
H 0.4961 5.0501 -3.8700
H -0.4890 5.9288 -2.6857
H -1.2440 5.1978 -4.0964
H -0.5380 2.1738 -4.5562
H -2.2372 2.3504 -4.1014
H -1.2193 1.1633 -3.2670
H -2.1658 4.4252 -0.5425
H -2.7436 2.8163 -1.0144
H -3.1220 4.2231 -2.0162
Se -3.5014 -0.0432 -1.7197
C -4.5214 -1.6616 -1.8085
C -3.8557 -2.8807 -1.9033
C -4.5739 -4.0668 -1.9192
C -5.9606 -4.0426 -1.8573
C -6.6285 -2.8285 -1.7816
C -5.9107 -1.6401 -1.7538
H -2.7734 -2.8953 -1.9444
H -4.0476 -5.0115 -1.9744
H -6.5207 -4.9692 -1.8687
H -7.7102 -2.8052 -1.7365
H -6.4255 -0.6905 -1.6800
```

Here are the Löwdin charges for atoms 1 to 5, given in e: Cr 0.71; C -0.06; N -0.23; C -0.18; C -0.15


Calculated max |F| in order - 5.5, 8.5, 2.6, 0.1 eV Å⁻¹
Calculated energy in order - -5063.34174, -2456.53479, -2026.26938, -8271.08050 a.u.